Entry 1:
Formula: C4H6N2
Source: OMol25
Level of theory: ωB97M-V with the def2-TZVPD basis set

The geometry in XYZ format:
```
12
Properties=species:S:1:pos:R:3
N -0.86 -1.32 0.65
C 0.09 -0.08 -1.05
C -0.99 -0.08 -0.03
C -0.01 0.92 0.68
N 1.05 0.16 1.14
C 1.18 0.39 -0.30
H -0.96 -2.08 -0.03
H 0.06 -0.21 -2.13
H -1.98 0.33 -0.28
H -0.14 1.98 0.87
H 0.48 -0.85 1.15
H 2.09 0.83 -0.68
```

Properties
HOMO energy (spin up / spin down): -7.6 / -7.6 eV
2S+1: 1
charge: 0
energy relative to the best compared isomer or geometry (same formula, charge and spin): 6.062 eV
Kohn-Sham gap (spin up / spin down): 7.310 / 7.310 eV
total energy: -7219.5286 eV

Results of the natural (NBO) charge analysis, in e, for atoms 1 through 8: N -0.8950; C 0.0175; C -0.1478; C 0.0961; N -0.5631; C -0.1225; H 0.3347; H 0.2236

***

Entry 2:
Formula: C4H6N2
Source: OMol25
Level of theory: ωB97M-V with the def2-TZVPD basis set

The geometry in XYZ format:
```
12
Properties=species:S:1:pos:R:3
H 1.93 -1.57 0.07
N 2.22 -0.50 -0.15
C 1.02 0.10 -0.05
N 0.81 1.39 0.12
C -0.08 -0.89 0.09
C -1.69 -0.41 0.13
C -2.64 0.20 -0.24
H -0.19 1.79 0.29
H 1.32 2.13 -0.29
H -0.21 -1.18 1.10
H 0.06 -1.82 -0.53
H -3.71 0.48 -0.01
```

Properties
HOMO energy: -9.1 eV
2S+1: 1
charge: 0
energy relative to the best compared isomer or geometry (same formula, charge and spin): 4.299 eV
Kohn-Sham gap: 9.762 eV
SMILES: [H]/N=C(/N)CC#C
total energy: -7221.2924 eV

Results of the natural (NBO) charge analysis, in e, for atoms 1 through 8: H 0.3194; N -0.6949; C 0.4091; N -0.7930; C -0.5031; C -0.0291; C -0.2839; H 0.4079

***

Entry 3:
Formula: C4H6N2
Source: OMol25
Level of theory: ωB97M-V with the def2-TZVPD basis set

The geometry in XYZ format:
```
12
Properties=species:S:1:pos:R:3
N -2.05 0.13 -0.33
C -0.68 0.23 -0.01
C 0.02 -0.98 0.19
C 1.36 -0.76 0.19
N 1.60 0.57 0.14
C 0.28 1.25 0.03
H -2.72 0.84 -0.05
H -2.43 -0.80 -0.18
H -0.45 -1.93 0.37
H 2.13 -1.51 0.12
H 2.60 0.81 0.07
H 0.34 2.14 -0.56
```

Properties
HOMO energy: -7.7 eV
2S+1: 1
charge: 0
energy relative to the best compared isomer or geometry (same formula, charge and spin): 1.277 eV
Kohn-Sham gap: 8.884 eV
SMILES: Nc1cc[nH]c1
total energy: -7224.3139 eV

Results of the natural (NBO) charge analysis, in e, for atoms 1 through 8: N -0.8137; C 0.1209; C -0.3711; C -0.0112; N -0.5335; C -0.1904; H 0.3814; H 0.3763

***

Entry 4:
Formula: C4H6N2
Source: OMol25
Level of theory: ωB97M-V with the def2-TZVPD basis set

The geometry in XYZ format:
```
12
Properties=species:S:1:pos:R:3
C -1.47 -1.43 0.17
N -1.57 -0.31 -0.02
C -1.19 0.98 -0.14
C 0.32 1.10 0.16
N 1.05 0.11 0.02
C 1.95 -0.74 -0.09
H -1.56 -2.56 0.16
H -1.68 1.71 0.50
H -1.70 1.44 -1.09
H 0.92 1.86 0.60
H 2.63 -0.73 -0.95
H 2.30 -1.43 0.70
```

Properties
HOMO energy: -22.0 eV
2S+1: 1
charge: +2
energy relative to the best compared isomer or geometry (same formula, charge and spin): 1.902 eV
Kohn-Sham gap: 11.942 eV
SMILES: C#[N+]CC=[N+]=C
total energy: -7202.6959 eV

Results of the natural (NBO) charge analysis, in e, for atoms 1 through 8: C 0.5067; N -0.1871; C -0.3762; C 0.2454; N -0.2533; C 0.1134; H 0.3628; H 0.3413

***

Entry 5:
Formula: C4H6N2O
Source: OMol25
Level of theory: ωB97M-V with the def2-TZVPD basis set

The geometry in XYZ format:
```
13
Properties=species:S:1:pos:R:3
N -1.53 0.54 -0.24
C -0.18 0.38 0.07
C 0.25 -1.05 -0.02
O -0.74 -1.91 0.34
N 1.40 -1.46 -0.37
C 1.73 1.49 -0.14
C 0.57 1.44 0.57
H -1.86 0.11 -1.09
H -1.87 1.49 -0.15
H -1.50 -1.40 0.67
H 1.44 -2.47 -0.24
H 2.19 0.54 -0.45
H 0.09 2.30 1.04
```

Properties
HOMO energy (spin up / spin down): -8.0 / -7.5 eV
2S+1: 1
charge: 0
energy relative to the best compared isomer or geometry (same formula, charge and spin): 4.694 eV
Kohn-Sham gap (spin up / spin down): 7.841 / 7.401 eV
total energy: -9268.8077 eV

Results of the natural (NBO) charge analysis, in e, for atoms 1 through 8: N -0.8067; C 0.1622; C 0.5011; O -0.6813; N -0.6738; C -0.1557; C -0.3723; H 0.3936

***

Entry 6:
Formula: C4H6N2O
Source: OMol25
Level of theory: ωB97M-V with the def2-TZVPD basis set

The geometry in XYZ format:
```
13
Properties=species:S:1:pos:R:3
C 1.54 0.68 0.86
C 0.91 -1.31 -0.27
C 1.00 0.18 -0.50
N -0.36 0.69 -0.70
C -1.09 -0.32 -0.49
N -2.44 -0.48 -0.50
O -0.39 -1.52 -0.21
H 2.61 0.50 0.97
H 1.33 1.75 0.94
H 1.02 0.17 1.68
H 1.66 0.43 -1.33
H -2.82 -1.15 0.15
H -2.97 0.37 -0.61
```

Properties
HOMO energy: -9.0 eV
2S+1: 1
charge: 0
energy relative to the best compared isomer or geometry (same formula, charge and spin): 2.873 eV
Kohn-Sham gap: 9.796 eV
total energy: -9270.6291 eV

Results of the natural (NBO) charge analysis, in e, for atoms 1 through 8: C -0.5981; C 0.3070; C -0.2482; N -0.4978; C 0.6365; N -0.8139; O -0.4921; H 0.2261

***

Entry 7:
Formula: C4H6N2O
Source: OMol25
Level of theory: ωB97M-V with the def2-TZVPD basis set

The geometry in XYZ format:
```
13
Properties=species:S:1:pos:R:3
O -1.72 -0.94 -1.03
C -0.26 -1.30 -0.78
C 0.20 0.18 -0.42
C 1.35 0.69 0.19
C 0.96 1.64 1.27
N -0.41 1.72 1.35
N -0.78 0.77 0.25
H -2.01 -1.51 -1.75
H -0.17 -2.28 -0.02
H 0.33 -1.91 -1.80
H 2.59 0.57 0.24
H 1.68 2.05 2.02
H -1.75 0.33 0.48
```

Properties
HOMO energy: -8.9 eV
2S+1: 1
charge: 0
energy relative to the best compared isomer or geometry (same formula, charge and spin): 5.226 eV
Kohn-Sham gap: 9.382 eV
SMILES: OCc1ccn[nH]1
total energy: -9268.2755 eV

Results of the natural (NBO) charge analysis, in e, for atoms 1 through 8: O -0.7610; C -0.1015; C 0.0874; C -0.3409; C -0.0507; N -0.2572; N -0.3741; H 0.4841

***

Entry 8:
Formula: C4H6N2O
Source: OMol25
Level of theory: ωB97M-V with the def2-TZVPD basis set

The geometry in XYZ format:
```
13
Properties=species:S:1:pos:R:3
H 2.80 -1.27 0.14
N 1.78 -1.17 0.14
C 1.45 0.05 0.16
C 2.38 1.17 0.12
N 3.16 2.01 -0.04
O 0.20 0.49 0.14
C -0.82 -0.50 -0.02
C -2.14 0.23 -0.12
H -0.59 -1.07 -0.92
H -0.79 -1.19 0.83
H -2.17 0.88 -1.00
H -2.96 -0.49 -0.20
H -2.30 0.85 0.77
```

Properties
HOMO energy: -11.0 eV
2S+1: 1
charge: 0
energy relative to the best compared isomer or geometry (same formula, charge and spin): 1.467 eV
Kohn-Sham gap: 11.570 eV
SMILES: [H]/N=C(\C#N)OCC
total energy: -9272.0348 eV

Results of the natural (NBO) charge analysis, in e, for atoms 1 through 8: H 0.3652; N -0.6515; C 0.4738; C 0.1972; N -0.2560; O -0.4730; C -0.0747; C -0.6261

***

Entry 9:
Formula: C4H6N2O
Source: OMol25
Level of theory: ωB97M-V with the def2-TZVPD basis set

The geometry in XYZ format:
```
13
Properties=species:S:1:pos:R:3
N 2.12 -0.02 -0.21
C 0.72 -0.01 -0.55
C -0.35 0.68 0.38
C -1.69 0.87 -0.14
N -2.27 -0.22 -0.34
O -1.47 -1.32 -0.10
C -0.21 -0.82 0.34
H 2.58 -0.78 -0.71
H 2.17 -0.24 0.82
H 0.48 -0.01 -1.60
H -0.02 1.37 1.21
H -2.20 1.85 -0.33
H 0.14 -1.35 1.22
```

Properties
HOMO energy: -8.8 eV
2S+1: 1
charge: 0
energy relative to the best compared isomer or geometry (same formula, charge and spin): 3.841 eV
Kohn-Sham gap: 9.734 eV
SMILES: N[C@@H]1[C@H]2C=NO[C@@H]12
total energy: -9269.6609 eV

Results of the natural (NBO) charge analysis, in e, for atoms 1 through 8: N -0.8104; C -0.0515; C -0.3362; C -0.0042; N -0.0873; O -0.3380; C 0.0247; H 0.3700

***

Entry 10:
Formula: C4H6N2O
Source: OMol25
Level of theory: ωB97M-V with the def2-TZVPD basis set

The geometry in XYZ format:
```
13
Properties=species:S:1:pos:R:3
C 1.60 -1.55 0.35
O 1.43 -0.31 -0.27
C 0.25 0.19 -0.23
C -0.91 -0.39 0.32
N -1.94 0.60 0.22
C -1.37 1.66 -0.26
N -0.03 1.49 -0.53
H 0.82 -2.28 0.20
H 0.11 -0.89 1.58
H 2.53 -1.93 -0.13
H -1.25 -1.39 0.06
H -1.87 2.60 -0.50
H 0.63 2.20 -0.80
```

Properties
HOMO energy (spin up / spin down): -7.8 / -7.8 eV
2S+1: 1
charge: 0
energy relative to the best compared isomer or geometry (same formula, charge and spin): 5.420 eV
Kohn-Sham gap (spin up / spin down): 8.260 / 8.260 eV
total energy: -9268.0816 eV

Results of the natural (NBO) charge analysis, in e, for atoms 1 through 8: C -0.3095; O -0.4116; C 0.4762; C -0.2571; N -0.4507; C 0.2157; N -0.5727; H 0.1498

***

Entry 11:
Formula: C4H6N2O
Source: OMol25
Level of theory: ωB97M-V with the def2-TZVPD basis set

The geometry in XYZ format:
```
13
Properties=species:S:1:pos:R:3
N 0.98 0.92 1.90
C 0.34 0.53 0.69
C -0.94 0.87 0.31
N -1.20 0.22 -0.88
C -0.12 -0.52 -1.24
O -0.20 -1.39 -2.29
C 0.88 -0.33 -0.31
H 0.46 0.57 2.69
H 1.90 0.49 1.95
H -1.67 1.49 0.80
H -2.07 0.21 -1.39
H -0.22 -2.28 -1.90
H 1.86 -0.79 -0.33
```

Properties
HOMO energy: -7.6 eV
2S+1: 1
charge: 0
energy relative to the best compared isomer or geometry (same formula, charge and spin): 1.085 eV
Kohn-Sham gap: 8.363 eV
SMILES: Nc1c[nH]c(O)c1
total energy: -9272.4169 eV

Results of the natural (NBO) charge analysis, in e, for atoms 1 through 8: N -0.8113; C 0.0908; C -0.1476; N -0.5264; C 0.4223; O -0.6875; C -0.4049; H 0.3669

***

Entry 12:
Formula: C4H6N2O
Source: OMol25
Level of theory: ωB97M-V with the def2-TZVPD basis set

The geometry in XYZ format:
```
13
Properties=species:S:1:pos:R:3
C -2.05 -0.01 -0.08
C -0.56 0.04 0.01
C 0.42 -0.23 -0.92
C 1.63 -0.07 -0.21
O 2.87 -0.24 -0.73
N 1.44 0.28 1.05
N 0.09 0.34 1.16
H -2.53 0.82 0.45
H -2.44 -0.95 0.32
H -2.36 0.03 -1.13
H 0.30 -0.52 -1.96
H 3.50 -0.06 -0.02
H -0.31 0.57 2.05
```

Properties
HOMO energy: -8.7 eV
2S+1: 1
charge: 0
energy relative to the best compared isomer or geometry (same formula, charge and spin): 0.828 eV
Kohn-Sham gap: 9.695 eV
SMILES: Cc1cc(O)n[nH]1
total energy: -9272.6737 eV

Results of the natural (NBO) charge analysis, in e, for atoms 1 through 8: C -0.6470; C 0.1756; C -0.4038; C 0.4343; O -0.6638; N -0.3575; N -0.3464; H 0.2224

***

Copy entry 11 word for word.
Formula: C4H6N2O
Source: OMol25
Level of theory: ωB97M-V with the def2-TZVPD basis set

The geometry in XYZ format:
```
13
Properties=species:S:1:pos:R:3
N 0.98 0.92 1.90
C 0.34 0.53 0.69
C -0.94 0.87 0.31
N -1.20 0.22 -0.88
C -0.12 -0.52 -1.24
O -0.20 -1.39 -2.29
C 0.88 -0.33 -0.31
H 0.46 0.57 2.69
H 1.90 0.49 1.95
H -1.67 1.49 0.80
H -2.07 0.21 -1.39
H -0.22 -2.28 -1.90
H 1.86 -0.79 -0.33
```

Properties
HOMO energy: -7.6 eV
2S+1: 1
charge: 0
energy relative to the best compared isomer or geometry (same formula, charge and spin): 1.085 eV
Kohn-Sham gap: 8.363 eV
SMILES: Nc1c[nH]c(O)c1
total energy: -9272.4169 eV

Results of the natural (NBO) charge analysis, in e, for atoms 1 through 8: N -0.8113; C 0.0908; C -0.1476; N -0.5264; C 0.4223; O -0.6875; C -0.4049; H 0.3669